122
Properties=species:S:1:pos:R:3 method="wB97M-V/def2-TZVPD" homo_lumo_gap_ha=0.2326 largest_force_ev_per_a=0.44 charge=0 multiplicity=1 homo_ev=-6.610
C -6.21 -3.02 1.38
H -3.63 -4.48 -1.61
C -4.45 4.15 2.01
H -4.00 -4.60 1.81
H -2.57 4.84 -2.89
C -1.53 -3.22 -2.88
H -6.73 -0.53 -1.39
N 3.30 0.73 -3.23
O 1.24 -2.26 -1.48
C -4.35 -2.93 -0.29
N 2.00 -1.47 -2.05
H 6.25 1.93 0.01
B -2.67 0.41 -0.09
H 2.43 1.28 4.88
H -6.96 -3.68 1.83
N 2.73 1.90 -1.35
O 2.58 -1.76 -3.08
C -3.89 3.64 -1.72
N 1.91 0.20 2.41
H 7.33 4.23 1.18
H -3.64 4.41 1.33
H 8.16 3.79 2.68
H -4.71 2.70 5.15
C 5.22 1.24 3.66
H 2.38 1.53 0.58
H -1.11 0.04 5.66
O 3.37 -1.62 2.01
C -7.10 1.62 -1.40
H -5.91 3.98 -2.23
C -5.07 3.13 4.21
H -7.46 2.63 -3.31
C -3.48 -3.45 -1.28
H 0.65 -4.42 2.41
H -0.54 -3.37 -2.48
H 8.50 2.92 1.18
C 6.23 2.14 3.38
H -5.71 2.39 3.72
C -1.92 -0.12 2.32
C 0.41 3.78 3.82
H 6.74 2.64 4.19
N 0.54 2.02 2.20
H 4.45 0.32 0.50
H -5.11 3.46 1.49
S -1.17 -0.14 -1.26
H 3.37 -0.14 -3.72
H -8.36 -0.04 -0.87
C 6.61 2.41 2.07
H 0.01 4.74 4.10
C 4.94 0.85 1.30
H -6.96 0.16 0.21
C 5.96 1.75 1.04
H -6.73 -2.18 0.92
C -2.33 -1.45 -1.25
N -3.24 -1.01 -0.39
C 4.57 0.60 2.62
O 3.26 -0.80 4.35
H -7.58 2.63 0.46
C -1.84 0.35 3.68
H 1.56 3.47 5.61
H -5.57 -2.62 2.17
C 1.41 1.36 2.98
C -2.97 2.69 -1.14
C -3.90 3.53 3.29
S -1.35 3.07 -0.87
H -5.83 -4.94 -1.48
C -3.39 4.97 -2.17
C -3.01 4.55 4.01
H 3.18 2.70 -1.77
H -7.11 -4.98 -0.27
H -8.63 1.36 -2.91
C -7.30 0.22 -0.83
H -3.61 5.42 4.28
C -7.57 1.64 -2.86
C -2.44 1.52 3.99
C -7.92 2.62 -0.58
H -5.43 -5.61 1.54
N 2.14 -0.29 -1.39
Ca 1.29 -1.70 0.88
C 1.78 1.86 4.24
H -2.57 4.15 4.92
N -4.24 -1.69 0.12
C -3.11 2.27 2.98
C -4.69 -4.97 1.05
H -1.58 -1.45 4.80
H 3.62 1.59 -3.64
H -7.83 3.63 -0.97
C -5.19 3.29 -1.81
H -8.97 2.34 -0.59
N -4.80 1.16 -0.86
H -2.21 4.89 3.35
H -1.88 -4.17 -3.27
H -2.41 1.89 5.01
N -2.50 0.71 1.42
C 1.27 3.07 4.65
H 1.99 -4.76 1.35
C 7.71 3.39 1.76
N -3.50 1.50 -0.77
H -4.19 5.55 -2.62
S 3.22 -0.50 2.94
H -5.67 4.00 4.45
I -0.27 -5.33 0.12
H -6.86 -3.52 -1.24
C -6.35 -4.34 -0.73
H 1.07 2.04 -0.25
C -1.11 -0.47 4.70
H 4.93 1.02 4.68
H -1.47 -2.49 -3.70
H -7.00 0.93 -3.46
H -4.12 -5.58 0.36
H -5.01 5.05 2.26
C -2.46 -2.72 -1.82
C -5.64 2.02 -1.35
C 1.08 -4.16 1.43
H -0.09 -0.65 4.38
C 2.73 0.74 -2.02
H -2.97 5.52 -1.33
H -0.62 3.68 1.93
S -1.36 -1.67 1.92
C -5.41 -3.81 0.35
N -3.10 1.87 1.75
C 0.07 3.19 2.61
N 2.07 2.16 -0.15

109
Properties=species:S:1:pos:R:3 method="wB97M-V/def2-TZVPD" homo_lumo_gap_ha=0.2367 largest_force_ev_per_a=0.76 charge=+3 multiplicity=1 homo_ev=-16.805
H -0.94 3.69 -2.00
H -3.38 0.52 4.73
H 1.58 0.44 4.40
O -1.70 -6.33 1.61
C 1.90 -2.15 2.30
C -2.54 -2.39 -3.98
H 3.37 -2.27 -1.65
H -0.90 -5.91 1.25
C 1.91 1.14 3.64
H -4.60 -3.32 1.92
Si 0.61 1.52 -0.92
H 2.03 4.10 -0.29
C 0.38 1.59 -2.75
H -3.42 1.56 -3.32
H -3.29 1.86 -0.87
P 2.52 -0.74 -0.06
H -0.13 2.31 5.03
H -1.60 -2.80 -2.11
H 2.22 -1.52 3.11
H 5.50 -1.24 -2.27
C -2.21 3.32 1.62
H 0.86 -1.82 2.06
C -0.60 0.73 -3.28
C 3.81 3.57 0.77
C 2.24 1.96 -0.10
C -1.13 -0.72 4.17
H 4.67 -1.58 2.23
C -2.56 -4.06 1.38
O 0.39 -4.65 0.54
O 0.35 -2.60 -0.39
H 0.18 -1.81 -4.40
C -3.60 -3.15 1.54
H 0.98 3.56 4.49
C -3.50 0.80 -0.67
H -4.91 0.69 -2.95
H -0.64 3.51 3.81
C 2.64 3.28 0.09
C -3.84 0.57 -3.13
H -2.58 5.28 -1.12
H 4.99 -2.58 0.80
H 0.75 -2.46 -2.85
C -0.78 2.55 -0.17
C 4.22 1.22 1.10
H -2.91 0.55 0.22
H -3.45 1.79 3.53
C 2.93 -0.54 -2.86
H 5.08 0.28 -1.48
C 1.04 2.47 -3.60
C -2.73 -5.52 1.75
H -0.10 -3.50 -3.99
C -0.17 -3.62 0.31
H 4.12 4.60 0.91
C -3.19 -0.06 -1.90
C -2.22 4.48 -0.49
H -3.54 -2.18 -3.59
H -1.89 -1.30 4.71
H 1.86 -0.73 -3.02
C -1.28 2.41 1.14
C -0.23 1.65 -5.47
H -3.40 5.06 1.21
H 2.63 1.81 4.11
C 0.74 2.50 -4.95
H 1.26 3.19 -5.61
H -0.52 -1.43 3.60
C 4.29 -2.39 1.61
N -3.19 -1.96 1.10
C 3.04 0.92 0.41
C -1.54 -3.30 0.80
H -3.74 -1.12 1.00
H -2.58 3.26 2.64
O -3.79 -5.86 2.18
H 5.41 -1.16 -0.51
H -0.51 -0.25 4.92
C 3.47 -1.18 -1.59
C 2.87 -2.14 1.12
C 0.19 2.89 4.16
H 3.09 0.54 -2.84
C -0.06 -2.49 -3.58
C -0.89 0.76 -4.64
H 3.47 -0.93 -3.71
H -0.46 1.67 -6.53
H 1.80 3.14 -3.20
H -3.72 -0.03 -4.03
C -1.29 3.58 -0.98
C -2.76 1.20 4.13
H 4.28 -3.29 2.23
C -1.83 0.32 3.29
H 2.44 0.61 2.86
H -2.23 1.85 4.82
P -1.40 -0.46 -2.17
H -3.61 -1.06 -1.74
H 4.85 0.43 1.48
H -1.63 0.10 -5.07
C 4.95 -0.80 -1.43
H -2.48 -0.21 2.58
H 5.51 2.77 1.82
C 0.77 1.98 3.07
N -1.92 -2.02 0.64
C 4.59 2.54 1.28
H 1.78 -3.17 2.69
C -2.68 4.36 0.82
Ta -0.11 -0.74 0.12
H -2.40 -1.83 -4.90
H -2.52 -3.44 -4.24
H 1.18 2.61 2.27
C -1.42 -2.15 -2.96
P -0.58 1.08 2.16
H 2.60 -2.98 0.46
H -4.56 0.73 -0.44